Record 1
{
  "formula": "C3H6N2O2",
  "method": "wB97M-V/def2-TZVPD",
  "smiles": "[H]/N=N/[C@]1(OC)CO1",
  "lumo_energy_ev": 0.098,
  "spin_multiplicity": 1,
  "total_charge": 0,
  "species": ["C", "C", "C", "N", "N", "O", "O", "H", "H", "H", "H", "H", "H"],
  "xyz": [[-1.62956, -0.63586, -1.40289], [-0.74275, 0.08721, -0.52287], [1.10536, -0.31593, 1.21383], [0.72608, 1.73956, -0.84523], [-0.45278, 1.39538, -0.82672], [-2.01936, -0.15753, -0.10816], [0.24924, -0.93439, 0.24859], [-2.02573, -0.05709, -2.22290], [-1.60445, -1.71977, -1.57733], [1.31002, -1.22742, 1.70050], [0.51627, 0.50403, 1.50261], [1.95379, 0.05368, 0.64353], [0.88639, 2.78284, -1.06171]]
}

Record 2
{
  "formula": "C3H6N2O2",
  "method": "wB97M-V/def2-TZVPD",
  "smiles": "O=C1CNCN1O",
  "lumo_energy_ev": 0.751,
  "spin_multiplicity": 1,
  "total_charge": 0,
  "species": ["C", "C", "C", "H", "H", "H", "H", "H", "H", "N", "N", "O", "O"],
  "xyz": [[0.69452, -1.24732, 0.15742], [1.13610, 1.03074, 0.16482], [-0.26812, 0.80075, -0.00581], [-2.30022, -0.69524, -0.46551], [0.90349, -1.67133, 1.01993], [0.85808, -2.33292, -0.46061], [2.02367, -0.33564, -1.24458], [1.19436, 1.78390, -0.25750], [1.13392, 1.32981, 1.31877], [-0.39505, -0.59045, -0.23706], [1.81950, -0.19296, -0.11094], [-1.66565, -1.15516, 0.15094], [-1.22928, 1.64269, -0.07257]]
}

Record 3
{
  "formula": "C3H6N2O2",
  "method": "wB97M-V/def2-TZVPD",
  "smiles": "NC(=O)CNC=O",
  "lumo_energy_ev": 0.509,
  "spin_multiplicity": 1,
  "total_charge": 0,
  "species": ["C", "N", "C", "C", "N", "O", "O", "H", "H", "H", "H", "H", "H"],
  "xyz": [[-0.93125, -1.02684, -1.37219], [-0.43250, -0.70819, -0.16547], [0.80313, -0.02857, -0.31731], [0.78890, 0.81798, 0.90196], [0.80335, 2.19474, 0.66345], [0.75352, 0.28378, 2.03571], [-1.82211, -1.88083, -1.66795], [-0.91608, -0.14979, -2.08769], [-0.83910, -1.28419, 0.59381], [0.85222, 0.61129, -1.24927], [1.58042, -0.90191, -0.26383], [0.59565, 2.72920, 1.49275], [0.71494, 2.79048, -0.18843]]
}

Record 4
{
  "formula": "C3H6N2O2",
  "method": "wB97M-V/def2-TZVPD",
  "smiles": "OC1(O)CCN=N1",
  "lumo_energy_ev": 0.710,
  "spin_multiplicity": 1,
  "total_charge": 0,
  "species": ["C", "C", "C", "N", "N", "O", "O", "H", "H", "H", "H", "H", "H"],
  "xyz": [[-0.47093, -0.77909, 0.06733], [-1.46996, 0.19338, 0.70475], [0.65305, 0.18379, -0.29994], [-0.74764, 1.44148, 0.85076], [0.36264, 1.43448, 0.36217], [0.84089, 0.33206, -1.63463], [2.12306, -0.33496, 0.31213], [-0.11622, -1.52370, 0.77629], [-0.84382, -1.26354, -0.83138], [-2.33647, 0.39990, 0.06995], [-1.83200, -0.09717, 1.68795], [1.45966, 1.05982, -1.78577], [2.37776, -1.04645, -0.27962]]
}

Record 5
{
  "formula": "C3H6N2O2",
  "method": "wB97M-V/def2-TZVPD",
  "smiles": "NCC(=O)NC=O",
  "lumo_energy_ev": 0.791,
  "spin_multiplicity": 1,
  "total_charge": 0,
  "species": ["O", "C", "N", "C", "O", "C", "N", "H", "H", "H", "H", "H", "H"],
  "xyz": [[-0.67551, 1.80194, 0.20827], [-0.40485, 0.63671, 0.35620], [-1.21854, -0.30871, 0.87028], [-1.02010, -1.69512, 0.78429], [-1.91401, -2.48161, 0.85897], [1.00834, 0.23805, -0.21959], [1.28373, 0.94023, -1.49079], [-2.20679, -0.13394, 1.03538], [0.02735, -1.98963, 0.73992], [1.37079, -0.78951, -0.33830], [1.69415, 0.73571, 0.45875], [1.58252, 1.86514, -1.21465], [0.47293, 1.18074, -2.04873]]
}

Record 6
{
  "formula": "C3H6N2O2",
  "method": "wB97M-V/def2-TZVPD",
  "smiles": "C=C=O.CNN=O",
  "lumo_energy_ev": 0.643,
  "spin_multiplicity": 1,
  "total_charge": 0,
  "species": ["C", "C", "C", "N", "N", "O", "O", "H", "H", "H", "H", "H", "H"],
  "xyz": [[2.87987, -0.13193, -0.22462], [2.21218, 0.87952, 0.22225], [-2.07311, -1.00345, 0.24574], [-1.10389, -0.17516, -0.56512], [-0.57864, 0.97047, -0.23187], [3.36881, -1.09945, -0.79451], [-0.98554, 1.50561, 0.77456], [2.54006, 1.62969, 0.89627], [1.14997, 0.97530, -0.07141], [-0.78688, -0.47362, -1.47128], [-1.75021, -1.98374, 0.04474], [-3.03934, -0.60929, -0.01779], [-1.83327, -0.48395, 1.19305]]
}

Record 7
{
  "formula": "C3H6N2O2",
  "method": "wB97M-V/def2-TZVPD",
  "lumo_energy_ev": 0.647,
  "spin_multiplicity": 1,
  "total_charge": 0,
  "species": ["C", "C", "C", "N", "N", "O", "O", "H", "H", "H", "H", "H", "H"],
  "xyz": [[-0.68742, -0.73051, -1.63345], [-2.20529, -1.37250, 2.01505], [-1.34642, 1.19607, -0.20544], [-0.98968, 0.22591, -0.82425], [2.68227, 0.67611, -0.05688], [-2.46004, -2.28030, 1.37216], [-1.89061, -0.45788, 2.62207], [-0.64774, -0.53591, -2.67002], [-0.06617, -1.56732, -1.29517], [-0.83518, 2.13342, -0.02013], [3.66882, 0.67515, 0.01763], [2.35455, 1.54222, -0.25131], [2.42291, 0.49556, 0.92972]]
}

Record 8
{
  "formula": "C3H6N2O2",
  "method": "wB97M-V/def2-TZVPD",
  "lumo_energy_ev": 0.464,
  "spin_multiplicity": 1,
  "total_charge": 0,
  "species": ["C", "C", "C", "N", "N", "O", "O", "H", "H", "H", "H", "H", "H"],
  "xyz": [[-0.84053, 1.22752, 0.86568], [1.24454, 0.25623, -0.07998], [-1.28059, 0.06536, 0.00623], [0.87791, -0.99119, -0.15854], [-0.47367, -1.22620, 0.17135], [2.50284, 0.46250, -0.43040], [-1.45365, 0.42074, -1.34293], [-0.92984, 0.80763, 1.87510], [-2.36291, -0.06845, 0.40158], [1.29586, -1.91948, -0.33009], [-0.37393, -1.52872, 1.11578], [2.49210, 1.45070, -0.51377], [-0.69814, 1.04338, -1.58001]]
}

Record 9
{
  "formula": "C3H6N2O2",
  "method": "wB97M-V/def2-TZVPD",
  "smiles": "[H]/N=C(/NC=O)OC",
  "lumo_energy_ev": 0.568,
  "spin_multiplicity": 1,
  "total_charge": 0,
  "species": ["C", "O", "C", "N", "N", "C", "O", "H", "H", "H", "H", "H", "H"],
  "xyz": [[1.48303, 1.59331, 0.46987], [0.60976, 0.51357, 0.59481], [-0.03747, -0.15330, -0.37158], [-0.02982, -0.13220, -1.63927], [-0.81732, -0.99947, 0.40599], [-1.81556, -1.82484, -0.00358], [-2.49116, -2.45446, 0.78031], [1.68372, 1.80921, 1.51029], [0.99220, 2.44871, -0.00488], [2.41358, 1.29523, -0.02062], [0.60296, 0.56920, -2.01485], [-0.68834, -0.84605, 1.39250], [-1.90559, -1.81893, -1.09900]]
}

Record 10
{
  "formula": "C3H6N2O2",
  "method": "wB97M-V/def2-TZVPD",
  "lumo_energy_ev": 0.760,
  "spin_multiplicity": 1,
  "total_charge": 0,
  "species": ["N", "C", "O", "C", "O", "C", "N", "H", "H", "H", "H", "H", "H"],
  "xyz": [[-0.56690, 1.50379, 0.40863], [0.16373, 0.33743, 0.14466], [1.48568, 0.75552, -0.09219], [-0.01613, -0.78004, 1.18436], [-0.07621, -1.77925, 0.14747], [-0.17873, -0.84685, -0.85217], [-0.38406, -1.15454, -2.05290], [-0.29726, 2.35952, -0.04299], [-1.43535, 1.47331, 0.91098], [-0.97775, -0.73229, 1.70927], [0.80920, -0.92076, 1.88442], [1.90114, 0.12286, -0.69174], [-0.42735, -0.33869, -2.65779]]
}

Record 11
{
  "formula": "C3H6N2O2",
  "method": "wB97M-V/def2-TZVPD",
  "smiles": "OCC1=NN1CO",
  "lumo_energy_ev": 0.553,
  "spin_multiplicity": 1,
  "total_charge": 0,
  "species": ["C", "C", "C", "N", "N", "O", "O", "H", "H", "H", "H", "H", "H"],
  "xyz": [[0.34715, -0.32015, -0.99227], [-0.74346, 1.88225, 0.08218], [0.33845, -1.65443, -0.35675], [0.57362, 0.65614, -1.75534], [-0.70724, 0.74164, -0.90680], [0.28037, 1.94779, 1.00423], [1.50061, -2.37842, -0.58550], [-1.66633, 1.61790, 0.62928], [-0.83091, 2.70121, -0.48151], [-0.52037, -2.21225, -0.78281], [0.01205, -1.44388, 0.61069], [0.90982, 2.62571, 0.71817], [2.19018, -1.88973, -0.21859]]
}

Record 12
{
  "formula": "C3H6N2O2",
  "method": "wB97M-V/def2-TZVPD",
  "smiles": "[H]/N=C1/N[C@@H](O)CO1",
  "lumo_energy_ev": 0.526,
  "spin_multiplicity": 1,
  "total_charge": 0,
  "species": ["C", "O", "C", "N", "N", "C", "O", "H", "H", "H", "H", "H", "H"],
  "xyz": [[-0.63583, 1.09189, -0.13010], [0.43532, 0.84766, -1.00305], [0.88768, -0.42579, -0.92643], [1.84481, -0.94278, -1.55387], [0.08067, -1.09566, -0.05846], [-0.73010, -0.30290, 0.71460], [-0.21600, -0.26454, 1.96654], [-0.41408, 2.00362, 0.42952], [-0.78189, 0.53457, 2.30963], [-1.53448, 1.25167, -0.73267], [2.27312, -0.23876, -2.15498], [0.56762, -1.83405, 0.47005], [-1.77684, -0.62493, 0.66923]]
}

Record 13
{
  "formula": "C3H6N2O2",
  "method": "wB97M-V/def2-TZVPD",
  "smiles": "[H]/N=C1\\NOCCO1",
  "lumo_energy_ev": 0.624,
  "spin_multiplicity": 1,
  "total_charge": 0,
  "species": ["C", "C", "C", "H", "H", "H", "H", "H", "H", "N", "N", "O", "O"],
  "xyz": [[0.12164, 0.07252, 1.23093], [-0.01898, -0.11441, -1.38838], [-0.22542, 1.16811, -0.65720], [0.35129, -0.83436, 2.70254], [-0.05836, -1.91498, 1.19775], [0.96901, -0.35217, -1.58799], [-0.66270, 0.00363, -2.32310], [0.20294, 1.77152, -1.49385], [-1.24563, 1.28901, -0.76568], [-0.11420, 0.19548, 2.44684], [0.51549, -1.11687, 0.65020], [-0.29262, -1.37048, -0.59799], [0.45754, 1.20300, 0.58591]]
}

Record 14
{
  "formula": "C3H6N2O2",
  "method": "wB97M-V/def2-TZVPD",
  "lumo_energy_ev": -0.309,
  "spin_multiplicity": 1,
  "total_charge": 0,
  "species": ["C", "N", "C", "C", "O", "N", "O", "H", "H", "H", "H", "H", "H"],
  "xyz": [[1.25103, 0.52598, -0.42711], [-1.06255, -0.69892, -0.28932], [-0.18524, 0.75642, 0.05094], [-0.28276, 0.11196, 1.62733], [-0.90694, -1.43531, -1.46523], [-0.77586, -1.00692, 1.55283], [-0.77803, 1.80206, -0.20165], [-0.02968, -1.83493, -1.39023], [-2.03007, -0.37519, -0.32683], [-0.00023, 0.66494, 2.51278], [1.61824, -0.47515, -0.20002], [1.28939, 0.70716, -1.50441], [1.89271, 1.25790, 0.06093]]
}

Record 15
{
  "formula": "C3H6N2O2S",
  "method": "wB97M-V/def2-TZVPD",
  "smiles": "[H]/N=C/N(O)CC(O)=S",
  "lumo_energy_ev": 0.472,
  "spin_multiplicity": 1,
  "total_charge": 0,
  "species": ["C", "C", "C", "H", "H", "H", "H", "H", "H", "N", "N", "O", "O", "S"],
  "xyz": [[-0.12784, -0.58411, 0.47470], [-1.36334, 0.16468, -0.01943], [2.21803, -0.84928, -0.25638], [2.36862, 1.25121, 0.31845], [-0.08492, -0.47630, 1.58036], [-0.22755, -1.65358, 0.20651], [-0.27207, 1.69823, -0.27207], [1.96570, -1.92122, -0.50383], [4.16527, -0.94763, -0.35544], [1.10357, -0.06717, -0.11424], [3.35470, -0.30007, -0.15557], [1.39675, 1.20053, 0.42786], [-1.18267, 1.41442, -0.40041], [-2.82479, -0.54296, -0.03114]]
}

Record 16
{
  "formula": "C3H6N2O3",
  "method": "wB97M-V/def2-TZVPD",
  "smiles": "[H]/N=C(\\N)OC(=O)CO",
  "lumo_energy_ev": 0.674,
  "spin_multiplicity": 1,
  "total_charge": 0,
  "species": ["C", "C", "C", "H", "H", "H", "H", "H", "H", "N", "N", "O", "O", "O"],
  "xyz": [[-1.62721, -0.21536, -0.12685], [0.72250, -0.04114, 0.27324], [2.07046, -0.79150, 0.14301], [-2.62850, 1.49329, -0.04223], [-0.96962, 1.78688, 0.07000], [-3.54384, -0.69508, -0.27701], [2.37555, -1.08903, 1.22906], [1.84844, -1.75570, -0.29179], [2.63308, 0.90665, -0.44646], [-1.71144, 1.19684, -0.26515], [-2.51851, -1.11730, -0.16337], [-0.38668, -0.75680, 0.15616], [0.84418, 1.11438, 0.37461], [2.89159, -0.03615, -0.63323]]
}

Record 17
{
  "formula": "C3H6N2O3",
  "method": "wB97M-V/def2-TZVPD",
  "smiles": "C=NO/C(=N\\O)OC",
  "lumo_energy_ev": 0.731,
  "spin_multiplicity": 1,
  "total_charge": 0,
  "species": ["C", "C", "C", "H", "H", "H", "H", "H", "H", "N", "N", "O", "O", "O"],
  "xyz": [[2.72277, -0.34989, -0.05878], [0.42190, -0.05155, -0.00386], [-2.97412, -0.71899, -0.04026], [2.70052, 0.73458, -0.75269], [3.12671, -0.37926, 1.19752], [3.35907, -1.15674, -0.65436], [-3.15091, -0.96414, 1.08614], [-3.82625, -0.51821, -0.67899], [-0.51851, 2.69679, 0.41619], [-1.94028, -0.38089, -0.55024], [0.48564, 1.19607, -0.20800], [1.29465, -1.02487, -0.15614], [-0.86996, -0.67470, 0.36069], [-0.83122, 1.59180, 0.04278]]
}

Record 18
{
  "formula": "C3H6N2O3",
  "method": "wB97M-V/def2-TZVPD",
  "smiles": "[H]/N=C\\NOCOC=O",
  "lumo_energy_ev": 0.678,
  "spin_multiplicity": 1,
  "total_charge": 0,
  "species": ["C", "C", "C", "H", "H", "H", "H", "H", "H", "N", "N", "O", "O", "O"],
  "xyz": [[-0.58506, -1.43253, 1.52184], [0.50803, 1.21605, 0.44399], [0.17598, 1.26623, -1.83833], [-1.89051, -2.37276, 0.54495], [-0.13740, -1.07069, 2.46330], [-0.26169, -1.01977, -0.41909], [0.96017, 1.85397, 1.21908], [-0.56395, 1.13333, 0.64399], [0.48383, 1.88295, -2.68800], [-1.66077, -2.13021, 1.51392], [0.24894, -1.14781, 0.43985], [1.09544, -0.05562, 0.65727], [0.80431, 1.76275, -0.79263], [-0.56242, 0.32295, -1.89034]]
}

Record 19
{
  "formula": "C3H6N2O3",
  "method": "wB97M-V/def2-TZVPD",
  "smiles": "[H]/N=C(\\N)[C@H](O)C(=O)O",
  "lumo_energy_ev": 0.472,
  "spin_multiplicity": 1,
  "total_charge": 0,
  "species": ["C", "C", "C", "H", "H", "H", "H", "H", "H", "N", "N", "O", "O", "O"],
  "xyz": [[-0.50522, 0.60349, 0.26866], [-0.20717, -0.29792, -0.82560], [1.26088, -0.63213, -0.23446], [-2.14806, 1.18283, 1.53827], [-1.73183, -0.85493, 1.37416], [-0.22860, 2.25226, 1.11755], [0.03784, 0.23334, -1.84512], [-0.27841, -2.11341, -1.44562], [2.84746, 0.23504, 0.01848], [-1.62108, 0.36502, 1.20732], [0.07170, 1.74255, 0.16750], [-1.05013, -1.36711, -1.21017], [1.93496, 0.46197, -0.08086], [1.61765, -1.81099, -0.05010]]
}

Record 20
{
  "formula": "C3H6N2O3",
  "method": "wB97M-V/def2-TZVPD",
  "lumo_energy_ev": [-7.955, -8.407],
  "s_squared": 1.777,
  "spin_multiplicity": 2,
  "total_charge": 1,
  "species": ["O", "C", "N", "C", "N", "C", "O", "O", "H", "H", "H", "H", "H", "H"],
  "xyz": [[-0.80310, -1.10942, 1.68051], [0.20331, -0.51361, 1.21159], [0.50459, 0.87161, 1.05632], [0.95508, -1.33596, 0.00893], [1.93372, -1.27128, 1.04774], [-1.24659, 1.02193, -1.57585], [-0.58073, 2.02079, -1.06410], [-0.88840, 0.08771, -2.41484], [-0.03101, 1.65392, 0.82700], [1.41214, 1.01710, 1.53673], [0.87911, -0.81548, -0.94752], [0.40256, -2.30577, -0.12258], [1.25008, -0.84812, 1.93466], [-2.27398, 1.06919, -1.43736]]
}